ORCA calculation (ωB97M-V/def2-TZVPD) on a 7-piece molecular cluster, C30H38BF5N6O3 overall.

Structure (XYZ):
```
83
Properties=species:S:1:pos:R:3
O 5.414 -0.958 -2.795
C 5.258 0.317 -2.684
O 6.098 1.053 -2.102
B 3.859 0.991 -3.254
O 3.251 0.175 -4.389
C 2.818 1.053 -1.959
C 1.695 2.065 -2.131
C 0.538 1.606 -3.010
C -0.436 0.632 -2.420
F -1.593 0.658 -3.178
F -0.817 1.013 -1.151
C -0.056 -0.878 -2.287
F 0.865 -1.267 -3.120
F -1.140 -1.656 -2.483
F 0.332 -1.088 -1.019
H 4.049 2.162 -3.658
H 2.968 0.777 -5.078
H 3.414 1.326 -1.087
H 2.449 0.044 -1.778
H 1.295 2.421 -1.171
H 2.134 2.934 -2.625
H 0.906 1.229 -3.962
H -0.093 2.472 -3.235
N -0.366 -2.004 1.955
C -0.742 -1.171 2.964
C -0.966 -1.935 4.081
C -0.713 -3.288 3.717
C -0.344 -3.295 2.395
H -0.149 -1.698 1.022
H -0.812 -0.111 2.799
H -1.274 -1.568 5.045
H -0.792 -4.155 4.352
H -0.064 -4.100 1.738
N -0.867 4.143 2.119
C -0.526 4.854 3.233
C -0.504 3.989 4.296
C -0.844 2.701 3.799
C -1.062 2.832 2.452
H -0.955 4.525 1.192
H -0.322 5.909 3.175
H -0.264 4.248 5.313
H -0.914 1.786 4.364
H -1.331 2.104 1.705
N -1.270 4.059 -0.560
C -0.245 4.945 -0.740
C -0.798 6.166 -1.028
C -2.212 6.004 -1.031
C -2.468 4.690 -0.739
H -1.157 3.079 -0.356
H 0.782 4.629 -0.656
H -0.249 7.071 -1.226
H -2.953 6.761 -1.228
H -3.394 4.148 -0.640
N -2.860 -6.715 1.165
C -2.531 -6.074 2.326
C -2.538 -7.006 3.330
C -2.883 -8.258 2.747
C -3.074 -8.044 1.408
H -2.929 -6.273 0.267
H -2.322 -5.020 2.338
H -2.316 -6.813 4.366
H -2.975 -9.205 3.251
H -3.338 -8.720 0.613
N -5.789 2.498 -1.867
C -7.112 2.558 -1.524
C -7.346 1.583 -0.591
C -6.114 0.910 -0.363
C -5.174 1.498 -1.165
H -5.335 3.095 -2.533
H -7.769 3.286 -1.969
H -8.294 1.376 -0.123
H -5.937 0.089 0.311
H -4.125 1.291 -1.298
N 6.776 -2.405 -1.081
C 6.496 -3.290 -0.089
C 7.667 -3.604 0.569
C 8.698 -2.861 -0.068
C 8.099 -2.134 -1.077
H 6.097 -1.977 -1.763
H 5.485 -3.625 0.076
H 7.766 -4.278 1.407
H 9.747 -2.849 0.187
H 8.500 -1.430 -1.786
```

Properties
Orbital gap (eV): 3.5897
Net charge: -2

Löwdin atomic charge list, values in e, 8 entries:
1 O -0.14
2 C -0.63
3 O -0.13
4 B -0.60
5 O -0.10
6 C -0.15
7 C -0.23
8 C -0.09